1.
Entry from the Open Molecules 2025 dataset: a molecular structure, C13H17HgI2N4O5S in a non-equilibrium geometry (wB97M-V/def2-TZVPD).

For the LUMO energy (alpha / beta), the calculation gives -0.749 / -1.178 eV. For the energy above the lowest of the compared OMol25 structures with the same formula, charge and spin, the calculation gives 162.9 kJ/mol.

```
! RIJCOSX wB97M-V def2-TZVPD def2/J DEFGRID3
* xyz 0 2
Hg 1.10 -0.73 0.08
C -2.74 2.50 -2.23
O -1.45 2.71 -1.63
C -0.48 1.82 -1.80
O 0.64 2.08 -1.37
N -0.79 0.70 -2.48
N 0.23 -0.28 -2.56
H -3.26 3.45 -2.15
H -3.29 1.72 -1.70
H -2.63 2.22 -3.28
H -1.72 0.27 -2.28
H 0.72 -0.18 -3.44
H -0.23 -1.19 -2.50
I 3.54 -2.88 1.81
C 2.51 -4.18 0.48
I 2.57 -3.58 -1.56
H 1.47 -4.18 0.77
H 2.98 -5.15 0.54
S -0.19 1.96 2.58
C 1.47 2.25 2.20
N 1.80 2.60 0.94
C 3.06 2.88 0.56
C 4.08 2.84 1.47
C 3.78 2.49 2.79
C 2.48 2.19 3.15
H 1.07 2.55 0.19
H 3.19 3.12 -0.48
H 5.09 3.07 1.17
H 4.58 2.43 3.52
H 2.22 1.90 4.16
O -3.04 -0.46 -1.87
C -2.70 -1.32 -1.04
C -3.69 -2.07 -0.16
C -2.80 -3.04 0.61
C -1.40 -2.65 0.15
O -0.36 -3.14 0.60
N -1.43 -1.69 -0.80
H -4.45 -2.55 -0.77
H -4.18 -1.34 0.49
H -2.98 -4.09 0.37
H -2.86 -2.93 1.69
O -1.47 -0.32 1.99
C -0.42 0.17 1.80
*
```

***

2.
Entry from the Open Molecules 2025 dataset: 18 unconnected molecules or ions with the total composition C72H180O18 in a non-equilibrium geometry (wB97M-V/def2-TZVPD).

For the LUMO energy, the calculation gives 0.588 eV. For the energy above the lowest of the compared OMol25 structures with the same formula, charge and spin, the calculation gives 139.3 kJ/mol.

```
! RIJCOSX wB97M-V def2-TZVPD def2/J DEFGRID3
* xyz 0 1
C -2.82 3.18 -2.70
C -1.53 4.06 -2.58
O -0.32 3.35 -2.83
C 0.89 4.10 -2.62
C 2.02 3.31 -3.29
H -2.83 2.65 -3.66
H -2.79 2.58 -1.80
H -3.69 3.81 -2.56
H -1.55 4.92 -3.24
H -1.48 4.47 -1.57
H 0.80 5.07 -3.12
H 1.00 4.32 -1.55
H 2.97 3.83 -3.15
H 1.84 3.12 -4.34
H 2.19 2.36 -2.79
C -4.18 4.97 6.46
C -3.03 4.46 5.59
O -2.40 3.42 6.33
C -1.11 3.05 5.77
C -0.62 1.77 6.47
H -4.63 5.82 5.96
H -5.00 4.25 6.41
H -3.89 5.28 7.46
H -3.35 4.05 4.64
H -2.36 5.31 5.44
H -1.23 2.84 4.70
H -0.38 3.86 5.78
H -0.65 1.86 7.55
H 0.34 1.42 6.09
H -1.32 0.99 6.17
C 3.83 2.80 0.22
C 4.81 3.56 1.11
O 5.05 2.70 2.21
C 6.03 3.14 3.15
C 6.54 2.01 4.09
H 3.45 3.42 -0.59
H 4.30 1.89 -0.16
H 2.92 2.51 0.75
H 5.72 3.90 0.61
H 4.31 4.48 1.39
H 6.88 3.58 2.64
H 5.58 4.00 3.66
H 7.21 2.48 4.82
H 6.97 1.20 3.50
H 5.66 1.66 4.63
C 2.33 3.87 4.18
C 2.15 2.35 3.79
O 2.65 1.64 4.98
C 2.67 0.25 4.79
C 3.40 -0.33 5.99
H 1.85 4.17 5.11
H 3.36 4.22 4.25
H 1.82 4.52 3.47
H 1.10 2.13 3.64
H 2.76 2.05 2.93
H 1.62 -0.03 4.77
H 3.20 0.02 3.87
H 4.36 0.16 6.18
H 3.52 -1.40 5.83
H 2.86 -0.15 6.92
C -1.89 7.74 -0.77
C -0.47 7.91 -1.25
O 0.29 6.94 -0.54
C 1.66 7.13 -0.79
C 2.36 6.34 0.37
H -2.23 6.71 -0.73
H -1.96 8.11 0.26
H -2.54 8.37 -1.38
H -0.37 7.75 -2.32
H -0.14 8.93 -1.05
H 1.91 6.75 -1.79
H 1.97 8.17 -0.73
H 3.42 6.52 0.23
H 2.09 5.28 0.45
H 2.15 6.71 1.37
C -0.29 -4.94 0.15
C 0.20 -4.31 -1.15
O -0.72 -4.76 -2.17
C -0.37 -4.37 -3.46
C -1.34 -5.05 -4.44
H -1.02 -4.32 0.67
H -0.72 -5.90 -0.12
H 0.59 -5.09 0.78
H 0.34 -3.23 -1.19
H 1.17 -4.75 -1.36
H -0.42 -3.29 -3.61
H 0.67 -4.66 -3.61
H -1.19 -6.12 -4.54
H -1.14 -4.76 -5.47
H -2.40 -4.95 -4.20
C -5.84 2.60 3.34
C -5.15 2.90 2.03
O -3.88 3.36 2.35
C -3.09 3.54 1.18
C -1.75 4.18 1.61
H -5.95 3.56 3.85
H -6.82 2.13 3.30
H -5.17 2.02 3.99
H -5.11 2.04 1.37
H -5.79 3.59 1.48
H -2.84 2.64 0.62
H -3.62 4.25 0.54
H -1.09 4.41 0.76
H -1.17 3.53 2.27
H -1.88 5.08 2.21
C -5.80 2.24 -4.61
C -4.90 1.45 -5.51
O -4.26 0.42 -4.78
C -3.36 -0.32 -5.55
C -2.76 -1.49 -4.82
H -5.34 2.79 -3.79
H -6.42 2.99 -5.10
H -6.47 1.53 -4.12
H -5.56 0.99 -6.25
H -4.18 2.12 -5.99
H -3.92 -0.69 -6.40
H -2.65 0.37 -6.00
H -2.35 -2.24 -5.51
H -3.50 -2.04 -4.24
H -1.97 -1.12 -4.16
C -7.68 -5.26 1.02
C -6.22 -5.61 1.18
O -5.75 -5.33 2.49
C -4.39 -5.66 2.80
C -3.48 -4.55 2.26
H -7.91 -4.35 1.57
H -7.90 -5.01 -0.02
H -8.36 -6.01 1.43
H -6.12 -6.68 1.00
H -5.68 -5.01 0.45
H -4.35 -5.75 3.88
H -4.11 -6.65 2.45
H -2.46 -4.92 2.37
H -3.58 -3.57 2.72
H -3.59 -4.38 1.19
C -6.59 -4.27 -2.76
C -5.19 -4.89 -2.94
O -5.03 -6.02 -2.07
C -3.79 -6.66 -2.10
C -3.87 -8.04 -1.48
H -7.39 -5.01 -2.82
H -6.80 -3.91 -1.75
H -6.88 -3.47 -3.44
H -5.15 -5.10 -4.01
H -4.36 -4.20 -2.75
H -3.42 -6.66 -3.12
H -3.10 -6.10 -1.46
H -4.65 -8.54 -2.05
H -4.17 -8.00 -0.43
H -2.93 -8.59 -1.56
C 8.01 0.25 0.25
C 6.60 -0.15 0.59
O 6.66 -1.07 1.67
C 5.41 -1.35 2.23
C 5.67 -2.20 3.47
H 8.49 0.88 1.00
H 8.54 -0.68 0.06
H 8.07 0.82 -0.68
H 6.05 0.75 0.86
H 6.09 -0.55 -0.28
H 4.87 -0.43 2.46
H 4.81 -1.96 1.55
H 4.81 -2.50 4.06
H 6.22 -1.66 4.24
H 6.18 -3.12 3.17
C 9.02 5.53 -4.64
C 8.81 4.43 -3.64
O 7.66 3.68 -4.00
C 7.36 2.66 -3.01
C 5.99 1.98 -3.38
H 8.86 5.12 -5.63
H 8.25 6.30 -4.57
H 10.04 5.91 -4.62
H 9.69 3.79 -3.79
H 8.78 4.81 -2.61
H 8.13 1.89 -2.92
H 7.22 3.15 -2.05
H 5.66 1.20 -2.70
H 6.19 1.43 -4.30
H 5.18 2.70 -3.52
C 0.17 0.57 -5.21
C 1.30 -0.23 -4.48
O 2.31 -0.56 -5.37
C 3.33 -1.35 -4.79
C 4.15 -1.93 -5.93
H 0.56 1.57 -5.43
H -0.16 0.08 -6.12
H -0.66 0.81 -4.54
H 1.70 0.40 -3.68
H 0.88 -1.16 -4.11
H 3.88 -0.73 -4.08
H 2.94 -2.13 -4.14
H 4.87 -1.27 -6.42
H 3.44 -2.29 -6.68
H 4.74 -2.80 -5.66
C -7.14 1.88 -1.05
C -7.41 0.35 -0.88
O -6.82 -0.06 0.35
C -6.76 -1.50 0.59
C -5.83 -1.63 1.82
H -6.10 2.16 -1.14
H -7.54 2.26 -1.99
H -7.71 2.44 -0.31
H -8.48 0.21 -0.73
H -7.07 -0.24 -1.73
H -7.78 -1.85 0.78
H -6.35 -2.01 -0.28
H -6.15 -0.99 2.64
H -4.81 -1.38 1.50
H -5.77 -2.65 2.18
C -2.27 0.57 2.78
C -2.19 -0.89 3.17
O -1.15 -0.95 4.16
C -1.18 -2.22 4.75
C -0.06 -2.32 5.79
H -3.09 0.76 2.08
H -2.41 1.20 3.66
H -1.42 0.94 2.20
H -3.15 -1.25 3.53
H -1.91 -1.52 2.33
H -2.09 -2.49 5.28
H -1.02 -2.96 3.97
H -0.11 -3.33 6.20
H -0.27 -1.59 6.58
H 0.93 -2.19 5.36
C 1.46 -1.65 1.83
C 1.80 -2.89 2.72
O 2.69 -3.68 1.99
C 3.25 -4.76 2.68
C 4.40 -5.48 1.99
H 2.24 -0.89 1.81
H 1.10 -1.81 0.81
H 0.71 -1.11 2.42
H 2.23 -2.53 3.65
H 0.91 -3.48 2.94
H 3.57 -4.41 3.66
H 2.38 -5.39 2.86
H 5.13 -4.73 1.67
H 4.00 -5.92 1.08
H 4.84 -6.23 2.64
C 3.17 -1.44 -1.45
C 3.85 -2.77 -1.22
O 3.72 -3.56 -2.43
C 4.24 -4.87 -2.30
C 4.28 -5.46 -3.72
H 2.18 -1.55 -1.89
H 3.10 -0.93 -0.49
H 3.74 -0.70 -2.02
H 4.90 -2.64 -0.97
H 3.30 -3.27 -0.42
H 5.27 -4.93 -1.95
H 3.66 -5.47 -1.60
H 3.30 -5.60 -4.17
H 4.80 -6.42 -3.74
H 4.82 -4.75 -4.35
C 0.36 0.93 -0.35
C -0.79 0.14 -1.02
O -2.02 0.54 -0.49
C -3.09 -0.11 -1.14
C -3.12 -1.61 -1.11
H 1.28 0.71 -0.89
H 0.18 2.00 -0.37
H 0.53 0.58 0.67
H -0.82 0.40 -2.07
H -0.60 -0.94 -0.99
H -4.00 0.30 -0.69
H -3.16 0.29 -2.15
H -4.09 -2.03 -1.35
H -2.98 -1.92 -0.08
H -2.33 -2.06 -1.72
*
```

***

3.
Entry from the Open Molecules 2025 dataset: 9 unconnected molecules or ions with the total composition C46H51ClN9O4S in a non-equilibrium geometry (wB97M-V/def2-TZVPD).

For the LUMO energy, the calculation gives 1.950 eV.

```
! RIJCOSX wB97M-V def2-TZVPD def2/J DEFGRID3
* xyz -1 1
O 4.73 -5.13 1.64
C 4.11 -4.26 2.16
Cl 4.94 -3.22 3.40
C 2.66 -3.88 1.97
N 1.90 -4.35 3.06
C 0.94 -5.35 2.67
C -0.37 -5.31 3.48
C -1.36 -4.20 3.07
C -0.71 -2.98 2.45
S -0.35 -1.80 3.75
O -1.46 -0.85 3.73
O -0.17 -2.41 5.04
O 0.94 -0.99 3.30
H 2.66 -2.76 1.86
H 2.39 -4.30 0.98
H 0.69 -5.26 1.59
H 1.33 -6.38 2.79
H -0.15 -5.27 4.55
H -0.84 -6.28 3.31
H -2.15 -4.61 2.43
H -1.89 -3.83 3.96
H -1.43 -2.42 1.84
H 0.14 -3.19 1.80
H 1.34 -1.41 2.52
N -2.21 0.49 -0.21
C -1.78 1.14 -1.30
C -0.56 1.80 -1.37
C 0.25 1.79 -0.25
C -0.17 1.12 0.89
C -1.41 0.48 0.86
H -2.45 1.13 -2.15
H -0.26 2.31 -2.28
H 1.21 2.29 -0.26
H 0.43 1.09 1.78
H -1.78 -0.05 1.72
N 1.11 2.35 -4.07
C 1.06 2.09 -5.38
C 2.09 2.39 -6.26
C 3.23 2.99 -5.75
C 3.29 3.27 -4.40
C 2.21 2.93 -3.60
H 0.15 1.62 -5.73
H 2.01 2.14 -7.30
H 4.06 3.24 -6.40
H 4.16 3.74 -3.96
H 2.22 3.13 -2.54
N -2.09 4.58 0.07
C -2.06 5.88 0.34
C -2.72 6.46 1.42
C -3.45 5.63 2.26
C -3.49 4.28 1.99
C -2.79 3.80 0.89
H -1.48 6.50 -0.34
H -2.65 7.52 1.60
H -3.97 6.04 3.12
H -4.04 3.59 2.62
H -2.79 2.74 0.65
N 1.73 2.74 6.16
C 0.68 2.16 5.57
C 0.12 0.97 5.99
C 0.69 0.32 7.07
C 1.79 0.90 7.69
C 2.27 2.10 7.20
H 0.27 2.70 4.72
H -0.73 0.55 5.47
H 0.29 -0.62 7.42
H 2.27 0.42 8.54
H 3.12 2.59 7.66
N -6.94 0.19 -2.35
C -5.75 0.13 -1.74
C -5.38 0.95 -0.69
C -6.29 1.90 -0.24
C -7.52 1.98 -0.86
C -7.80 1.11 -1.91
H -5.07 -0.62 -2.12
H -4.39 0.85 -0.24
H -6.03 2.56 0.57
H -8.26 2.70 -0.55
H -8.76 1.14 -2.42
N 2.53 -0.97 -7.46
C 3.19 -0.89 -6.31
C 3.45 -1.98 -5.49
C 2.99 -3.22 -5.89
C 2.30 -3.32 -7.09
C 2.10 -2.17 -7.83
H 3.52 0.10 -6.03
H 3.98 -1.85 -4.56
H 3.17 -4.10 -5.28
H 1.93 -4.27 -7.44
H 1.56 -2.21 -8.78
N -7.18 2.00 -6.40
C -6.87 2.13 -5.11
C -6.90 3.34 -4.43
C -7.29 4.48 -5.12
C -7.62 4.36 -6.46
C -7.55 3.11 -7.05
H -6.57 1.22 -4.60
H -6.64 3.39 -3.38
H -7.33 5.44 -4.63
H -7.92 5.22 -7.04
H -7.80 2.97 -8.10
N 10.41 -5.44 3.43
C 10.88 -5.23 4.65
C 10.20 -4.51 5.63
C 8.97 -3.98 5.31
C 8.46 -4.18 4.03
C 9.22 -4.92 3.14
H 11.85 -5.66 4.86
H 10.64 -4.38 6.61
H 8.40 -3.41 6.04
H 7.50 -3.78 3.74
H 8.85 -5.10 2.13
*
```

***

4.
Entry from the Open Molecules 2025 dataset: a molecular structure, C3H2O3Y in a non-equilibrium geometry (wB97M-V/def2-TZVPD).

For the LUMO energy (alpha / beta), the calculation gives -10.927 / -11.030 eV. For the energy above the lowest of the compared OMol25 structures with the same formula, charge and spin, the calculation gives 342.1 kJ/mol.

```
! RIJCOSX wB97M-V def2-TZVPD def2/J DEFGRID3
* xyz 2 2
C -2.11 -0.39 -0.01
C -1.89 0.93 -0.06
O -0.99 1.71 -0.07
C 1.43 -0.12 0.02
O 0.63 -0.97 0.06
O 2.55 0.26 0.01
Y 5.05 0.32 0.04
H -2.32 -0.91 -0.95
H -2.34 -0.84 0.96
*
```

***

no.,electronic energy (hartree)
1,-2247.76754
2,-4205.22597
3,-3435.55599
4,-378.72405